Entry 1:
{"formula": "C24H45DyF5OP2Te", "method": "the ωB97M-V functional and the def2-TZVPD basis", "spin_multiplicity": 6, "s2": 9.50, "charge": 1, "relative_energy_ev": 0.249, "homo_ev": [-10.29, -10.56], "gap_ev": [5.1, 5.5], "fmax_ha_per_bohr": 0.1329, "symbols": ["H", "H", "H", "H", "C", "C", "C", "C", "H", "C", "H", "H", "H", "F", "H", "C", "H", "C", "H", "C", "C", "H", "F", "C", "H", "H", "H", "H", "H", "C", "H", "H", "H", "C", "H", "H", "Te", "H", "H", "F", "C", "H", "F", "H", "H", "H", "P", "C", "C", "C", "C", "H", "C", "H", "C", "C", "Dy", "H", "H", "H", "C", "F", "H", "O", "H", "H", "C", "H", "C", "P", "H", "H", "H", "H", "H", "H", "H", "H", "C"], "xyz": [[1.880580, 3.489063, 3.231812], [-0.339558, -5.078102, -1.444210], [3.802310, 5.355550, 0.657967], [-3.066901, -2.237150, 2.427123], [-0.210340, -1.476991, -2.512184], [-3.366080, -1.248926, 2.793840], [2.069954, -0.273051, -2.200326], [-3.502198, -0.426158, 0.351895], [2.657719, -4.573772, -2.371108], [-2.539005, 1.711200, 3.255766], [2.789649, -5.647612, 1.150917], [-3.924718, -2.530901, 0.450520], [-2.884042, 1.895424, -2.114599], [2.313821, -1.215395, 1.223968], [3.907516, 1.912970, 2.010705], [-2.848672, 1.778546, 0.690654], [3.530335, 4.643312, -0.971921], [-0.116965, 1.784356, -3.058853], [-3.405933, 1.655770, 3.944615], [-3.611257, 1.184892, -1.703278], [-2.474508, 3.201408, 0.477736], [-3.650241, 0.294879, -2.337707], [0.206143, -2.561778, 2.270977], [-2.850721, 1.112190, 1.942213], [-3.271288, 3.883320, 0.814939], [-0.770195, 2.677462, -3.074605], [2.790421, -3.971498, 1.831937], [4.527854, 2.332216, 0.365046], [0.931153, -6.310197, -1.179534], [-3.850992, -1.722926, -0.296428], [-2.251029, 2.758167, 3.153970], [4.627164, 3.531173, 1.687854], [-0.177381, -5.826505, 0.172006], [1.240650, -1.301555, -2.989051], [-1.764470, 1.010369, -4.246890], [-2.724461, -1.006689, 3.645304], [1.035619, -0.851474, 2.649833], [1.255600, -1.011296, -4.051541], [-2.227254, -0.987447, -3.057437], [2.302846, -1.602620, 3.975613], [2.183359, -4.761250, 1.368817], [-1.712606, 1.171404, 3.737916], [-0.375753, -0.470640, 3.966026], [1.367094, -5.006465, 2.062911], [0.786318, 2.081395, -3.627842], [1.787105, 0.807080, -0.307638], [2.398342, 3.406320, 0.831796], [-0.830429, 0.621060, -3.802637], [-3.237787, -0.235437, 1.736414], [2.966476, -4.480259, -1.319418], [0.375654, -5.484095, -0.712306], [2.688460, 0.334729, -2.884749], [4.035914, 2.707558, 1.269243], [-4.406417, -1.324955, 3.153390], [0.279225, 1.528942, -1.620941], [-1.192425, -0.612049, -2.970480], [-0.922715, -0.103936, -0.583319], [0.049465, 2.335531, -0.893602], [3.429733, -5.406113, -0.965724], [-0.211716, 0.324907, -4.678207], [3.053507, 4.915238, -0.013326], [1.822459, 0.888805, 2.913944], [-0.448411, -2.473175, -2.084156], [-0.015323, -0.108092, 1.282831], [-4.593607, 1.674970, -1.782545], [-4.818103, -1.674277, -0.817282], [2.115970, 4.231602, 2.455256], [2.247757, 5.641697, -0.179986], [1.278814, 0.620844, -1.263659], [1.531639, -4.144298, -0.224653], [-1.565919, 3.451648, 1.047612], [3.048728, 4.760394, 2.706238], [2.806805, -0.803371, -1.571868], [1.758070, -2.280517, -2.975041], [3.678814, -3.645526, -1.228914], [-2.273247, 3.426429, -0.575681], [1.295948, 4.954298, 2.330532], [-3.109322, -2.065245, -1.050647], [-3.312967, 0.844597, -0.295812]], "forces_ev_per_angstrom": [[-0.02, 0.35, -0.21], [0.16, -0.28, 0.19], [-0.09, 0.07, -0.30], [-0.11, 0.09, 0.13], [-0.49, -0.13, -3.28], [0.04, -0.54, 0.46], [0.32, -0.27, 0.81], [0.38, 0.22, 1.04], [0.10, -0.02, 0.33], [0.08, 0.06, 0.59], [-0.03, 0.07, 0.40], [0.04, 0.35, -0.33], [-0.08, -0.05, -0.04], [-0.62, 0.10, 1.87], [0.20, 0.07, -0.19], [0.22, -0.69, 1.73], [-0.24, 0.24, 0.36], [-0.34, 0.45, -0.04], [0.37, 0.03, -0.35], [-0.40, 0.07, -0.43], [0.05, 0.56, 0.09], [-0.11, 0.20, 0.04], [1.08, 1.43, 1.04], [-0.01, 1.53, -1.61], [0.24, -0.11, -0.15], [0.26, -0.46, 0.01], [-0.01, -0.33, -0.11], [0.04, -0.09, 0.26], [-0.34, 0.01, 0.23], [-0.37, -0.49, -0.21], [-0.05, -0.06, 0.07], [0.09, -0.33, -0.01], [0.10, -0.01, -0.31], [-0.02, -0.40, -0.03], [0.39, -0.18, 0.26], [-0.17, -0.06, -0.06], [-0.57, 0.54, -1.18], [-0.41, -0.04, 0.32], [0.44, 0.39, 0.74], [-2.28, 1.13, -2.13], [0.04, 0.03, 0.01], [-0.24, 0.23, -0.06], [2.31, -0.82, -1.20], [0.24, 0.05, -0.27], [-0.32, -0.24, 0.34], [-0.75, -0.35, -0.03], [0.16, 0.46, 0.28], [-0.66, -0.20, -0.55], [-0.47, -0.52, -1.92], [0.05, 0.13, 0.12], [0.11, -0.11, -0.23], [-0.43, 0.04, 0.18], [-0.03, -0.07, -0.17], [0.31, 0.03, -0.09], [4.26, 0.67, -0.84], [1.84, -2.13, -2.18], [-4.56, -1.60, 4.83], [0.01, -0.69, -0.07], [0.17, 0.05, -0.37], [-0.30, -0.07, 0.62], [-0.02, -0.17, -0.21], [-0.48, -1.86, 0.26], [-0.10, 0.77, 0.00], [1.24, -0.76, 2.49], [0.17, -0.07, 0.00], [0.21, -0.09, 0.06], [-0.16, -0.06, -0.13], [0.24, -0.16, -0.09], [1.24, 3.66, -1.69], [-0.59, 0.85, -0.12], [-0.26, -0.01, -0.17], [-0.41, -0.06, 0.15], [-0.40, 0.14, -0.20], [-0.41, 0.45, 0.28], [-0.11, -0.36, -0.07], [-0.07, 0.01, 0.11], [0.21, -0.21, 0.31], [-0.20, 0.07, 0.18], [0.30, -0.48, 0.41]]}



Entry 2:
{"formula": "C7H10", "method": "the ωB97M-V functional and the def2-TZVPD basis", "charge": 0, "relative_energy_ev": 2.924, "homo_ev": -9.12, "gap_ev": 10.3, "fmax_ha_per_bohr": 0.0596, "symbols": ["C", "C", "C", "H", "C", "H", "H", "H", "H", "H", "H", "C", "H", "H", "C", "C", "H"], "xyz": [[0.905177, -0.214674, 1.358634], [0.808161, 0.882307, -0.774307], [0.240385, -0.511656, -1.044474], [0.551889, -0.319464, 2.389027], [0.216257, 0.973925, 0.633084], [-1.833480, -1.182302, -1.302500], [0.774745, -1.136669, -1.763188], [-1.810041, 0.103008, 1.241789], [0.167058, 1.967605, 1.090313], [0.411793, 1.618739, -1.483910], [1.901267, 0.939859, -0.775827], [-1.034409, -0.008974, 0.475127], [-1.787438, 0.675631, -1.057645], [1.991186, -0.303087, 1.284550], [-1.276390, -0.271515, -1.058444], [0.049901, -1.053810, 0.430849], [-0.278986, -2.087520, 0.533186]], "forces_ev_per_angstrom": [[0.34, -0.06, 0.18], [0.05, 0.01, 0.05], [0.30, -0.11, -0.15], [0.18, 0.04, -0.06], [0.00, 0.11, 0.10], [-0.24, 0.49, 0.31], [-0.41, 0.15, -0.17], [0.16, -0.35, -0.22], [-0.17, -0.28, -0.02], [0.10, -0.13, 0.17], [-0.12, -0.04, 0.05], [-0.21, -0.66, 0.00], [-0.23, 0.63, -2.99], [0.05, 0.14, 0.18], [-0.76, 0.63, 2.12], [0.39, -0.44, 0.38], [0.56, -0.12, 0.08]]}



Entry 3:
{"formula": "C44H57BrCl3KN9O6S", "method": "the ωB97M-V functional and the def2-TZVPD basis", "charge": -1, "relative_energy_ev": 0.000, "homo_ev": -5.22, "gap_ev": 7.1, "fmax_ha_per_bohr": 0.0498, "symbols": ["C", "O", "H", "O", "C", "C", "H", "K", "N", "H", "N", "C", "Cl", "H", "H", "H", "H", "C", "Cl", "H", "S", "C", "C", "H", "C", "H", "C", "C", "H", "C", "H", "C", "H", "H", "H", "H", "C", "N", "C", "C", "C", "H", "C", "C", "H", "H", "H", "O", "C", "H", "N", "H", "C", "H", "H", "C", "C", "H", "C", "C", "C", "N", "H", "N", "C", "H", "N", "O", "H", "C", "H", "C", "H", "H", "C", "H", "H", "Cl", "C", "Br", "N", "C", "H", "C", "H", "H", "N", "H", "H", "H", "C", "C", "C", "H", "H", "H", "C", "H", "H", "H", "H", "C", "H", "O", "C", "H", "C", "H", "H", "C", "C", "C", "H", "C", "H", "H", "H", "H", "C", "O", "H", "H"], "xyz": [[18.717942, 14.674029, 15.200838], [16.869338, 12.221598, 11.819823], [13.187679, 10.012377, 18.190409], [14.234181, 12.979227, 11.998641], [7.329064, 17.636785, 17.119666], [15.756564, 13.917807, 8.827024], [12.825318, 17.579398, 10.255240], [15.065373, 14.007141, 14.182363], [10.121544, 15.466921, 14.883231], [18.559313, 13.939999, 15.985366], [19.402520, 11.867895, 13.849753], [14.704080, 14.478016, 8.173074], [11.049406, 17.896806, 15.888548], [15.212538, 16.911742, 18.394863], [17.787020, 13.004783, 10.220841], [17.023653, 18.633542, 17.563872], [12.793784, 11.420840, 11.071314], [15.624069, 13.285617, 10.107640], [7.186133, 14.129363, 15.202366], [17.396449, 8.564364, 14.386859], [14.213153, 10.261256, 13.437600], [13.967225, 10.087284, 17.442521], [13.578109, 17.273810, 10.929027], [17.736814, 10.815181, 13.260057], [10.059807, 12.152984, 12.314507], [11.042828, 15.569902, 15.269195], [15.057725, 17.114110, 17.327135], [20.316453, 11.614086, 14.789985], [14.812817, 9.126240, 11.452534], [14.403387, 10.090490, 11.647667], [10.094798, 11.303213, 11.600419], [15.570842, 16.583294, 11.552695], [16.614821, 16.452381, 11.571083], [18.901980, 7.821612, 15.058691], [14.384460, 16.325204, 16.980084], [5.964397, 15.987215, 16.786202], [13.243377, 13.916917, 10.030497], [14.780018, 16.289219, 12.549560], [16.052009, 11.467693, 17.113918], [17.144232, 18.186977, 16.599959], [16.998522, 10.983383, 19.617949], [8.934115, 15.341002, 12.564186], [8.627867, 18.111125, 16.900584], [16.808066, 15.810307, 16.280803], [16.768419, 13.882231, 8.411608], [21.348430, 13.403407, 14.242713], [14.558535, 18.049568, 17.173529], [14.397659, 13.910828, 18.762150], [18.911227, 9.915183, 14.836244], [8.951277, 13.443062, 10.963036], [16.466410, 14.796949, 17.037692], [12.590473, 14.739289, 8.179492], [14.355286, 13.343735, 10.802683], [21.323709, 13.062317, 15.939545], [12.660510, 16.340711, 12.750791], [9.996287, 14.294043, 14.141518], [13.418947, 14.428770, 8.780214], [20.523153, 10.065847, 16.387890], [12.556697, 13.409446, 15.891632], [13.513163, 16.659418, 12.148758], [15.218875, 10.688403, 17.959553], [18.554523, 10.790650, 13.870102], [12.614252, 8.493279, 13.467829], [16.247507, 17.046964, 16.514980], [16.805369, 12.788254, 10.731784], [14.551159, 6.698248, 14.580819], [17.260315, 11.944597, 17.437551], [15.627706, 10.219735, 14.074849], [14.201329, 9.136592, 17.025076], [20.018201, 10.446238, 15.486124], [12.230199, 9.859198, 11.555851], [6.946889, 16.389793, 16.612445], [15.738009, 11.721695, 16.116593], [15.305404, 17.641021, 9.683903], [10.573068, 13.092870, 14.505023], [15.190988, 10.809831, 11.457623], [11.170670, 11.143724, 13.834722], [14.811698, 15.246388, 6.603665], [14.565971, 7.382718, 13.720233], [19.516462, 12.275555, 18.946018], [14.918569, 17.231965, 10.548190], [18.205744, 8.633421, 15.086952], [22.462677, 12.198305, 14.972309], [13.023618, 10.377040, 11.000561], [15.136785, 10.006954, 20.006471], [11.213030, 11.713571, 16.018528], [17.728720, 15.732624, 15.273410], [14.359284, 6.807719, 12.854966], [16.945234, 18.972008, 15.797567], [12.287022, 13.768167, 10.498220], [7.827255, 15.662594, 15.855668], [17.691550, 16.668799, 14.194772], [17.722698, 11.707314, 18.637016], [16.799885, 13.951782, 16.652374], [13.451799, 8.704837, 15.018972], [17.335753, 10.899690, 20.642502], [10.647410, 12.055218, 13.530219], [18.513607, 17.394163, 14.180611], [18.196319, 17.932636, 16.509715], [17.816041, 16.092625, 13.282947], [15.576350, 7.732915, 13.686561], [11.175423, 12.818964, 15.853686], [19.753537, 15.092259, 15.266946], [12.627593, 14.580249, 15.386296], [9.100824, 16.123872, 15.561138], [13.577335, 10.739756, 16.684039], [9.427151, 14.418803, 12.864403], [10.554614, 13.279366, 16.631425], [13.056663, 10.288252, 9.972520], [13.607583, 8.596760, 13.934499], [21.452631, 12.612801, 14.995274], [9.433112, 17.361214, 16.097456], [6.613993, 18.140078, 17.701422], [9.402239, 13.351656, 11.952289], [8.881788, 19.076550, 17.338035], [16.773379, 17.253960, 14.193432], [17.685641, 8.674190, 16.042821], [18.570689, 14.119885, 14.245491], [15.722695, 10.479899, 19.252415], [13.470827, 12.678710, 16.302721], [13.894726, 13.459929, 18.073658], [15.099027, 14.331233, 18.255291]], "forces_ev_per_angstrom": [[-0.03, -0.09, -0.77], [0.04, 0.04, -0.35], [-0.03, -0.25, 0.37], [-0.59, 0.16, -0.38], [0.60, -1.36, -0.58], [0.77, -0.64, 0.47], [-0.56, 0.40, -0.41], [-0.14, -0.17, 0.24], [-1.45, 0.25, 0.78], [0.19, 0.08, 0.16], [0.11, -0.85, -0.21], [-0.47, -0.11, 0.55], [0.73, 0.48, -0.16], [0.23, 0.22, -0.08], [-0.54, -0.13, -0.15], [-0.11, 0.52, 0.67], [-0.04, 0.64, 0.71], [-0.84, 0.97, -1.06], [0.37, 0.59, 0.45], [-0.21, -0.44, -0.61], [1.98, -0.82, 1.40], [-0.18, 0.66, 0.26], [0.86, -0.61, 0.39], [0.15, -0.07, 0.35], [-0.77, 0.14, -1.78], [0.74, -0.05, 0.25], [-0.38, -1.27, -0.03], [0.14, 1.17, -0.53], [0.12, -0.97, -0.24], [-0.85, 0.46, 0.45], [0.02, 0.69, 0.53], [-0.64, 0.95, -0.01], [0.98, -0.15, -0.21], [0.18, -0.66, -0.07], [-0.06, 0.10, 0.08], [-0.17, 0.01, 0.08], [0.87, -0.86, 0.19], [-0.12, -0.40, -0.33], [-0.21, -0.44, 0.57], [-0.27, 0.82, -1.29], [-0.59, 0.52, -1.00], [0.25, 0.05, 0.24], [-2.06, 0.29, 0.42], [-0.34, -1.38, 1.64], [-0.35, 0.21, -0.16], [0.17, -0.24, 0.06], [-0.13, 0.67, -0.02], [-0.59, -0.17, 0.62], [0.09, 0.34, 0.31], [0.04, 0.10, 0.35], [-0.43, 2.24, -0.65], [-0.51, 0.33, -0.09], [0.47, 0.56, -0.01], [-0.06, 0.66, 1.33], [0.20, 0.46, -0.28], [-0.13, -0.21, -1.58], [0.45, -0.42, 0.15], [-0.33, 0.06, -0.76], [-0.30, 1.08, -0.93], [0.02, -0.13, 0.04], [1.85, 0.63, 0.33], [1.07, 0.76, 0.48], [0.29, -0.24, 0.13], [0.73, 0.28, -0.38], [0.98, -0.03, 0.87], [-0.32, 0.25, -0.16], [-0.33, -0.27, -0.07], [-1.50, 0.41, -1.02], [0.00, -1.00, -0.27], [0.14, -0.76, 0.32], [0.06, -0.26, -0.72], [0.16, 1.09, 0.25], [-0.27, -0.19, -0.16], [-0.33, -0.68, 0.97], [0.12, -1.16, -0.68], [-0.17, 0.35, -0.25], [-0.18, 0.23, -0.17], [0.25, -0.05, 0.02], [-0.55, 0.91, 1.09], [-0.05, 0.08, 0.22], [-0.51, 0.12, -0.23], [-0.62, 1.02, 0.34], [-0.19, -0.22, -0.20], [0.85, 0.45, 2.36], [-0.38, -0.46, 0.36], [-0.03, 0.92, 0.03], [-0.08, 0.43, 0.39], [-0.29, -0.40, -0.98], [0.05, -0.82, 0.94], [-0.46, 0.37, 0.02], [-0.72, -1.09, -0.82], [0.46, 0.36, -0.53], [-0.92, -1.15, 0.83], [0.56, -1.20, -0.21], [-0.06, 0.24, -0.44], [0.21, -0.09, -0.15], [0.22, 0.22, 1.94], [0.23, -0.02, 0.28], [0.01, -0.37, -0.07], [-0.25, 0.01, -0.40], [0.65, 0.36, -0.20], [-0.91, -0.74, -0.07], [-0.71, -0.35, -0.13], [0.91, -0.76, 0.76], [1.06, -0.87, -0.52], [-0.16, 0.08, -0.47], [-0.49, -0.95, -1.08], [0.10, -0.06, 0.02], [-0.17, -1.24, -2.21], [-0.24, -0.43, -0.02], [-0.81, -0.57, -1.03], [0.80, 0.54, 0.55], [-0.59, 0.87, 0.71], [0.54, 0.00, 0.85], [0.42, -0.38, -0.31], [-0.07, -0.38, -0.13], [0.22, -0.11, 0.32], [0.49, 0.34, 0.51], [1.34, 1.18, -0.72], [0.70, 0.62, -0.06], [0.01, -0.13, -0.11], [0.59, 0.28, -0.30]]}



Question: What is the formula in the third record?
Answer: C44H57BrCl3KN9O6S